(1)
DFT (wB97M-V/def2-TZVPD) results for a cluster of 2 separate species, H4O2 in total.

Element x y z (Å)
H -0.47315 -0.08735 -1.39581
H -0.57891 0.93177 -0.35588
H 1.26508 -0.45802 1.38167
H -0.06204 -0.99836 0.93575
O -0.66222 0.87288 -1.32557
O 0.51123 -0.26091 0.75985

The SMILES is O.O. The calculation puts the HOMO energy at -10.808 eV. Its net charge is 0.

Results of the Löwdin charge analysis, in e, for atoms 1 through 4: atom 1 (H): 0.03, atom 2 (H): 0.00, atom 3 (H): 0.09, atom 4 (H): 0.04

---

(2)
DFT (wB97M-V/def2-TZVPD) results for the molecule C4H11NS.

Element x y z (Å)
C -0.37099 -1.16353 0.80220
C -1.37842 -0.15133 0.30436
S -1.41709 0.04777 -1.51659
C 1.07168 -0.86961 0.42577
N 1.68028 0.27027 1.10932
C 1.61464 1.56945 0.41467
H -0.60104 -2.16354 0.42547
H -0.43960 -1.29760 1.89006
H -2.36919 -0.36287 0.68860
H -1.19666 0.87163 0.65559
H -2.35554 -0.88023 -1.73350
H 1.17683 -0.64965 -0.63776
H 1.72784 -1.73067 0.57465
H 1.31058 0.38231 2.04552
H 1.76114 1.34876 -0.63351
H 0.69855 2.12436 0.57412
H 2.52986 2.13081 0.63539

The SMILES is CNCCCS. The calculation puts the HOMO energy at -8.620 eV. Its net charge is 0.

Results of the Löwdin charge analysis, in e, for atoms 1 through 4: atom 1 (C): -0.27, atom 2 (C): -0.55, atom 3 (S): 0.70, atom 4 (C): -0.28

---

(3)
DFT (wB97M-V/def2-TZVPD) results for the molecule C12H16N2O3S.

Element x y z (Å)
C 1.07473 -0.21743 0.06095
C 0.27394 0.44363 -1.04268
C 0.44704 -1.45750 0.75971
C 1.63075 -1.89854 1.62337
C 1.51157 -1.89648 2.93227
C 2.74312 -2.46699 1.09409
C 2.38420 -2.54628 3.83113
C 3.72215 -3.10340 1.93394
C 3.45577 -3.25997 3.35472
C -1.89947 1.65214 -1.60733
C -1.19081 2.81452 -2.29867
C -3.25752 1.72611 -0.99654
H 1.07560 1.88287 0.77385
H 2.12902 0.71372 1.72815
H 2.14530 -0.37897 -0.35543
H -0.53169 -1.32634 1.36389
H 0.26279 -2.11241 -0.05523
H 0.60539 -1.62666 3.38108
H 2.72973 -2.52012 -0.04730
H 2.07415 -2.75346 4.82505
H 4.59040 -3.43983 1.44872
H 4.36280 -3.95467 3.67757
H -0.94117 1.50575 0.28445
H -1.81652 0.92719 -2.35553
H -3.17185 2.16930 0.07357
H -4.10916 2.29263 -1.47816
H -4.77441 0.14855 0.01107
H -1.68737 4.24679 -3.59798
N 1.10605 0.79159 1.06847
N -0.88455 1.10104 -0.68839
O 0.44390 0.28351 -2.29642
O -0.06513 3.26108 -2.04586
O -2.09374 3.39699 -3.09891
S -3.50917 -0.20588 -0.66741

The SMILES is N[C@@H](Cc1ccccc1)C(=O)N[C@@H](CS)C(=O)O. The calculation puts the HOMO energy at -9.154 eV. Its net charge is 0.

Results of the Löwdin charge analysis, in e, for atoms 1 through 4: atom 1 (C): -0.37, atom 2 (C): -0.39, atom 3 (C): -0.07, atom 4 (C): -0.33

---

(4)
DFT (wB97M-V/def2-TZVPD) results for the molecule C2H2N2O2S2.

Element x y z (Å)
C 0.03603 0.83660 -0.05039
C -1.80169 -0.19968 0.17158
H 1.88225 1.26495 -0.77886
H 2.51761 -1.21768 0.88952
N -1.23510 1.03616 0.12285
N 0.39060 -0.47018 0.29752
O 0.96356 1.89545 -0.30528
O -0.87765 -1.10801 0.44976
S -3.45736 -0.59330 -0.38787
S 1.58175 -1.44431 -0.40882

The SMILES is Oc1nc(=S)on1S. The calculation puts the HOMO energy at -8.461 eV. Its net charge is 0.

Results of the Löwdin charge analysis, in e, for atoms 1 through 4: atom 1 (C): -0.42, atom 2 (C): -0.82, atom 3 (H): 0.23, atom 4 (H): 0.04

---

(5)
DFT (wB97M-V/def2-TZVPD) results for a cluster of 12 separate species, C2H28N2O12 in total.

Element x y z (Å)
C 0.96133 -1.13979 1.85962
N 1.30397 -1.11483 0.33349
C 0.39754 -0.65464 -0.55562
N 0.74834 -0.85693 -1.80454
O -0.69770 -0.31863 -0.02342
H 1.63316 -1.94728 2.29414
H -0.12254 -1.26869 2.02816
H 1.10726 -0.24993 2.51598
H 2.22339 -1.30925 -0.00082
H 1.64461 -1.36563 -2.11534
H -2.25354 0.46137 -3.20878
H 1.90368 2.17852 -0.59959
H 1.88887 0.77816 -0.93358
O 2.44661 1.48883 -0.82719
H -0.40219 -4.13517 -2.30744
H -1.34281 -3.66166 -1.09251
O -0.63347 -3.44153 -1.69433
H -1.64966 -1.75858 0.27716
H -3.06818 -2.12291 0.48454
O -2.37338 -2.38368 -0.05922
H -2.36697 0.22339 -0.75678
H -2.44993 1.71697 -0.98979
O -2.98587 0.91067 -1.07182
H 0.49405 2.40189 2.52146
H 1.51216 3.00224 3.47785
O 1.34111 2.74285 2.56019
H -1.05680 1.05274 1.25136
H -2.28711 1.56796 1.97382
O -1.37929 1.40200 2.05565
H 3.48512 -0.49867 2.20019
H 4.13868 -0.02143 0.95954
O 4.01057 -0.90860 1.49384
H -0.35350 3.39677 -0.00105
H -1.10605 3.21081 1.23389
O -1.26253 3.54044 0.33006
H -2.80316 -2.20087 -1.70689
H -3.64051 -0.82635 -2.23267
O -3.47158 -1.90986 -2.28354
H 0.06533 -0.85511 -2.54017
H -2.30085 -0.85149 -4.03466
O -1.77641 -0.35486 -3.39318
H 2.92827 2.04966 1.96487
H 3.80051 2.11469 0.79464
O 3.74948 1.91643 1.62244

The SMILES is CNC(N)=O.O.O.O.O.O.O.O.O.O.O.O. The calculation puts the HOMO energy at -9.646 eV. Its net charge is 0.

Results of the Löwdin charge analysis, in e, for atoms 1 through 4: atom 1 (C): -0.02, atom 2 (N): 0.06, atom 3 (C): -0.63, atom 4 (N): 0.19

---

(6)
DFT (wB97M-V/def2-TZVPD) results for the molecule C2HF4P.

Element x y z (Å)
C -0.31846 -0.38309 -1.20538
C 0.22086 0.40229 1.08280
F -0.88358 -0.36104 -2.73055
F -0.55346 -0.57234 1.53189
F 0.43382 1.26815 2.07704
F 1.41261 -0.13101 0.88535
P -0.41449 1.13054 -0.51699
H 0.10270 -1.35350 -1.12417

The SMILES is F/C=P/C(F)(F)F. The calculation puts the HOMO energy at -10.779 eV. Its net charge is 0.

Results of the Löwdin charge analysis, in e, for atoms 1 through 4: atom 1 (C): -0.25, atom 2 (C): -0.93, atom 3 (F): -0.25, atom 4 (F): 0.10

---

no.,gap between HOMO and LUMO (eV),DFT total energy (Ha),M (g/mol)
1,11.3,-152.864645,36.03
2,9.5,-611.919184,105.21
3,9.5,-1200.154832,268.34
4,7.5,-1133.612488,150.18
5,9.7,-1105.336509,272.25
6,9.8,-817.544294,132.00